# C24H71NO12

12 unconnected molecules or ions with the total composition C24H71NO12 (the ωB97M-V functional and the def2-TZVPD basis, OMol25).

Calculated values
Largest force on an atom, hartree/bohr: 0.0750
HOMO energy (spin up / spin down), Ha: -0.4224 / -0.4224

```
! wB97M-V def2-TZVPD RIJCOSX def2/J DEFGRID3
* xyz 1 2
C 1.55178 -3.29297 3.24591
C 1.70497 -3.74257 1.76612
C 2.17865 -5.19834 1.91995
C 1.97530 -6.06961 0.70115
C 0.42865 -6.01729 0.27425
C -0.13569 -4.58764 0.11906
N 0.41965 -3.68844 1.10154
O -0.08741 -2.38826 1.09431
C 0.02507 -4.09911 -1.33810
C -1.65139 -4.74688 0.58390
C 2.74019 -2.90689 0.97786
H 2.44774 -3.40263 3.85691
H 0.75690 -3.83116 3.76227
H 1.17788 -2.27973 3.39305
H 3.24065 -5.20177 2.16542
H 1.55002 -5.68613 2.66492
H 2.30555 -7.07970 0.94358
H 2.61213 -5.83553 -0.15193
H -0.17193 -6.55347 1.00903
H 0.25893 -6.63139 -0.61016
H 1.04626 -4.28107 -1.67300
H -0.71254 -4.50940 -2.02780
H -0.02393 -3.01663 -1.45617
H -1.79706 -5.10151 1.60425
H -2.17536 -3.79613 0.48582
H -2.13967 -5.33178 -0.19557
H 3.72528 -3.03205 1.42735
H 2.45219 -1.86538 1.12077
H 2.79347 -3.06259 -0.09964
H -0.83965 -2.27348 1.67960
C 1.41139 3.68562 4.09795
C -0.03830 3.32976 4.37982
O -0.53440 2.25094 3.59886
H 2.12135 2.92488 4.42249
H 1.69919 4.55422 4.69024
H 1.52778 3.83188 3.02410
H -0.63417 4.19788 4.09803
H -0.18045 3.17529 5.44941
H 0.10554 1.53692 3.64635
C 2.57099 1.94906 -5.19663
C 1.94605 2.40786 -3.83231
O 3.09518 2.72178 -3.02667
H 3.17285 2.68961 -5.72337
H 1.85910 1.72611 -5.99137
H 3.10181 1.01946 -4.99128
H 1.29738 1.57230 -3.56929
H 1.40978 3.34327 -3.99208
H 2.86063 2.65150 -2.09842
C -4.76421 -2.07545 0.42066
C -4.22342 -1.03864 -0.50659
O -3.31969 -0.32673 0.32840
H -4.05155 -2.85030 0.70319
H -5.56980 -2.62757 -0.06337
H -5.23946 -1.76992 1.35280
H -5.05919 -0.51250 -0.96784
H -3.65530 -1.63434 -1.22107
H -2.99261 0.36360 -0.25302
C 0.10122 0.98841 0.61543
C 0.22254 0.72143 -0.92575
O 1.12557 -0.27507 -1.12229
H -0.11327 2.03474 0.83291
H 0.94609 0.74985 1.26148
H -0.78523 0.50607 1.02732
H 0.58873 1.67157 -1.31464
H -0.79130 0.47551 -1.24159
H 0.62850 -1.07692 -0.94462
C -2.19164 -0.91385 3.43881
O -2.54416 -1.74176 2.36613
H -1.30999 -1.20052 4.01206
H -1.75443 -0.04276 2.95080
H -3.01487 -0.66300 4.10774
H -2.77199 -1.23143 1.58559
C -1.58368 4.75167 -3.05637
O -1.92687 4.10429 -1.84629
H -2.03730 5.74246 -3.08185
H -0.49538 4.80502 -3.08570
H -1.84363 4.26559 -3.99672
H -1.08446 4.12201 -1.38626
C -3.57865 1.31110 -3.04887
O -3.20449 1.58343 -1.70359
H -2.76681 0.78467 -3.55077
H -4.51389 0.75359 -2.99779
H -3.74988 2.29917 -3.47606
H -2.69687 2.39502 -1.77611
C 0.87425 5.38364 0.12548
O 0.91009 4.18785 -0.55633
H 1.00187 5.19932 1.19217
H 1.77763 5.94360 -0.11630
H -0.06873 5.91320 -0.01038
H 1.78378 3.79056 -0.57733
C 3.40861 1.63167 0.79139
O 2.83225 2.15987 -0.30309
H 3.09705 2.05629 1.74571
H 3.14919 0.57322 0.81319
H 4.46311 1.90446 0.74978
H 2.06479 1.61961 -0.50491
C -3.26372 4.17699 1.18336
O -3.24265 5.36102 0.42859
H -2.32856 3.63304 1.05032
H -3.61713 4.37575 2.19514
H -4.00645 3.54018 0.70282
H -3.17685 5.04878 -0.47683
C 3.73358 -1.83479 -2.83994
O 4.06524 -2.02735 -4.20316
H 2.79807 -1.28258 -2.75052
H 3.54709 -2.74255 -2.26609
H 4.46830 -1.18705 -2.36169
H 3.30239 -1.93205 -4.77811
*
```

***

# C25H48IrOP4

A molecular structure, C25H48IrOP4 (the ωB97M-V functional and the def2-TZVPD basis, OMol25).

Calculated values
Largest force on an atom, hartree/bohr: 0.0570
HOMO energy (spin up / spin down), Ha: -0.6621 / -0.7172

```
! wB97M-V def2-TZVPD RIJCOSX def2/J DEFGRID3
* xyz 4 6
Ir -0.18748 -0.63943 -0.52302
P 0.49023 -2.22321 0.93765
P 0.35282 -0.19828 -2.70158
P -2.36140 -1.25920 -0.05947
H -0.68676 1.72680 3.32423
C -1.44177 0.99544 3.63607
C -1.11365 -0.10558 4.36137
H -0.07001 -0.25454 4.68119
C 1.89816 -2.25390 2.07760
C 0.92603 -3.43552 -0.36494
C -0.64386 -3.29232 1.97241
C 0.17230 1.56001 -3.15732
C 2.09998 -0.67946 -2.97068
C -0.79206 -1.32433 -3.58086
C -3.26884 -1.41126 1.54826
C -2.60025 -2.93728 -0.78716
C -3.61165 -0.27612 -0.97823
H -2.33269 1.02345 3.01774
H -1.83468 -0.91430 4.53999
H 1.62044 -1.85050 3.06676
H 2.77750 -1.72451 1.69045
H 2.10538 -3.33353 2.12675
H 1.81486 -3.09036 -0.90807
H 0.08198 -3.58522 -1.05569
H 1.11768 -4.31537 0.25840
H -0.80656 -2.81018 2.96484
H -0.00116 -4.19567 2.04176
H -1.60482 -3.53576 1.47092
H -0.87147 1.84671 -3.35933
H 0.76210 1.93508 -4.00410
H 0.49051 2.10006 -2.25886
H 2.57696 -0.46143 -3.95137
H 2.22573 -1.74071 -2.76642
H 2.69223 -0.20573 -2.18763
H -0.83239 -1.29125 -4.68587
H -1.79534 -1.14907 -3.19969
H -0.57244 -2.34582 -3.26956
H -4.31295 -1.67920 1.33179
H -3.26215 -0.47645 2.11593
H -2.84590 -2.18749 2.19160
H -3.64227 -3.22100 -0.63249
H -1.96227 -3.67543 -0.31388
H -2.37272 -2.91628 -1.85049
H -4.56265 -0.81166 -0.98503
H -3.30442 -0.06606 -2.00469
H -3.78602 0.68641 -0.48272
C -2.32108 2.74558 -0.36291
C -2.16257 3.60579 -1.51032
C -3.25576 4.35057 -1.99013
C -4.51258 4.25290 -1.37160
C -4.62275 3.56179 -0.15549
C -3.51877 2.90388 0.36664
O -1.29014 1.93645 0.06479
H -1.14842 0.81230 -0.17191
H -1.18112 3.61503 -2.01740
H -3.13623 4.99479 -2.90119
H -5.40648 4.65585 -1.84140
H -5.57239 3.58920 0.39598
H -3.50806 2.42427 1.34007
C 2.05427 1.01057 2.53308
P 1.81476 0.77726 0.71177
C 1.85686 2.54710 0.25296
C 3.63163 0.40742 0.35152
C 3.99264 -0.86612 -0.11177
C 5.32919 -1.19186 -0.33437
C 6.30802 -0.22828 -0.13666
C 5.98822 1.04420 0.34581
C 4.63764 1.34768 0.64846
H 2.83159 1.76811 2.66984
H 1.13672 1.32189 3.03413
H 2.41656 0.08772 3.00619
H 2.48982 3.09880 0.95899
H 2.27805 2.66721 -0.75113
H 0.83266 2.93913 0.31060
H 3.20186 -1.61057 -0.26981
H 5.61553 -2.17934 -0.65193
H 7.34899 -0.47433 -0.34927
H 6.76339 1.78535 0.49780
H 4.38370 2.29913 1.12211
*
```

***

# H3O2

2 unconnected molecules or ions with the total composition H3O2 (the ωB97M-V functional and the def2-TZVPD basis, OMol25).

Calculated values
Largest force on an atom, hartree/bohr: 0.0153
HOMO energy, Ha: -0.1014

```
! wB97M-V def2-TZVPD RIJCOSX def2/J DEFGRID3
* xyz -1 1
O -0.51035 -1.01254 -0.79495
H -1.39730 -1.09549 -0.44235
O 0.48055 1.04119 0.70159
H 1.27099 0.53238 0.94402
H -0.06966 -0.30094 -0.22585
*
```